(1)
Below is a cluster of 2 separate species, C3H9NO2 in total, with properties calculated with ωB97M-V with the def2-TZVPD basis set.

Output
* LUMO level (spin up / spin down): -3.3 / -9.6 eV
* DFT total energy: -8832.297 eV
* frontier orbital gap (spin up / spin down): 11.94 / 5.60 eV
* net charge: +1
* <S²>: 0.754
* ΔE to the lowest compared entry with this formula, charge and spin: 28.01 kcal/mol
* multiplicity: 2
* highest occupied orbital energy (spin up / spin down): -0.55961 / -0.55686 Ha

CARTESIAN COORDINATES (ANGSTROEM)
C1 -1.192 -0.069 -1.033
H1 -1.093 0.438 -2.002
N1 1.075 -0.881 -1.278
H2 1.041 -0.450 -2.189
H3 1.807 -1.536 -1.044
O1 -0.276 -1.738 0.354
H4 1.097 1.868 2.160
H5 -1.343 0.666 -0.245
H6 -2.162 -0.575 -1.080
H7 -0.274 -0.594 1.618
C2 0.531 1.257 1.475
H8 1.123 0.804 0.650
O2 0.125 0.134 2.210
C3 -0.095 -1.030 -0.637
H9 -0.363 1.705 1.040

natural (NBO) atomic charge list, values in e, 8 entries: -0.73 0.24 -0.77 0.42 0.43 -0.65 0.25 0.21

(2)
Below is a cluster of 2 separate species, C3H9NO2 in total, with properties calculated with ωB97M-V with the def2-TZVPD basis set.

Output
* LUMO level (spin up / spin down): -4.1 / -9.2 eV
* DFT total energy: -8833.062 eV
* frontier orbital gap (spin up / spin down): 11.42 / 6.18 eV
* net charge: +1
* <S²>: 0.755
* ΔE to the lowest compared entry with this formula, charge and spin: 10.37 kcal/mol
* multiplicity: 2
* highest occupied orbital energy (spin up / spin down): -0.57094 / -0.56364 Ha

CARTESIAN COORDINATES (ANGSTROEM)
O1 -1.613 -0.427 0.390
H1 0.869 0.939 -0.974
C1 0.612 0.343 -0.105
C2 1.666 -0.771 0.095
N1 -0.818 -0.910 -1.652
H2 -1.506 2.137 1.049
H3 -1.674 -1.407 -1.868
H4 0.028 -1.156 -2.169
H5 2.417 -0.409 0.793
C3 -0.719 -0.365 -0.457
H6 -2.008 1.729 2.391
O2 -1.214 2.089 1.972
H7 2.201 -0.978 -0.824
H8 1.283 -1.694 0.529
H9 0.477 0.879 0.828

natural (NBO) atomic charge list, values in e, 8 entries: -0.09 0.27 -0.44 -0.62 -0.71 0.46 0.44 0.45

(3)
Below is a cluster of 2 separate species, C3H9NO2 in total, with properties calculated with ωB97M-V with the def2-TZVPD basis set.

Output
* LUMO level (spin up / spin down): -3.4 / -7.9 eV
* DFT total energy: -8833.511 eV
* frontier orbital gap (spin up / spin down): 12.29 / 7.39 eV
* net charge: +1
* <S²>: 0.755
* ΔE to the lowest compared entry with this formula, charge and spin: 0.00 kcal/mol
* multiplicity: 2
* highest occupied orbital energy (spin up / spin down): -0.57617 / -0.56237 Ha

CARTESIAN COORDINATES (ANGSTROEM)
N1 1.692 0.293 0.631
H1 2.130 -0.084 1.507
H2 1.963 0.498 -1.469
H3 3.418 0.402 -0.560
H4 -3.709 0.071 0.488
H5 -3.027 0.571 -1.075
H6 1.640 1.279 0.768
H7 2.519 -1.117 -0.706
H8 0.689 -0.112 0.501
C1 -2.966 -0.181 -0.262
O1 -0.760 -1.044 -0.015
H9 -3.200 -1.128 -0.712
C2 -1.573 -0.186 0.348
C3 2.462 0.015 -0.612
O2 -1.276 0.722 1.167

natural (NBO) atomic charge list, values in e, 8 entries: -0.70 0.44 0.24 0.23 0.26 0.27 0.43 0.24

(4)
Below is a cluster of 2 separate species, C3H9NO2S in total, with properties calculated with ωB97M-V with the def2-TZVPD basis set.

Output
* LUMO level: 6.2 eV
* DFT total energy: -19674.914 eV
* frontier orbital gap: 5.80 eV
* net charge: -2
* ΔE to the lowest compared entry with this formula, charge and spin: 26.55 kcal/mol
* highest occupied orbital energy: 0.01609 Ha

CARTESIAN COORDINATES (ANGSTROEM)
N1 0.142 -1.001 1.312
H1 1.889 1.614 0.925
H2 -1.709 0.521 0.256
S1 0.236 1.880 2.808
H3 0.540 -2.720 -2.338
H4 -0.122 -0.709 2.257
O1 0.469 -1.839 -2.744
H5 1.261 -0.073 -0.314
H6 -0.253 -1.226 -2.007
O2 -1.251 -0.804 -1.108
C1 -0.932 0.361 -0.482
C2 0.351 0.188 0.372
C3 0.768 1.638 0.948
H7 0.215 2.467 0.392
H8 -0.951 1.204 -1.213
H9 -0.656 -1.502 0.937

natural (NBO) atomic charge list, values in e, 8 entries: -0.89 0.18 0.13 -0.84 0.43 0.37 -1.13 0.15

(5)
Below is a cluster of 2 separate species, C3H9NO2S in total, with properties calculated with ωB97M-V with the def2-TZVPD basis set.

Output
* LUMO level: 6.1 eV
* DFT total energy: -19675.583 eV
* frontier orbital gap: 5.76 eV
* net charge: -2
* ΔE to the lowest compared entry with this formula, charge and spin: 11.12 kcal/mol
* highest occupied orbital energy: 0.01169 Ha

CARTESIAN COORDINATES (ANGSTROEM)
H1 -0.328 0.628 -1.536
S1 -2.870 2.395 1.815
C1 -0.646 1.675 0.215
H2 1.528 -2.577 -0.598
H3 1.968 -0.140 -0.668
H4 0.047 2.045 0.968
H5 0.919 -0.427 0.804
H6 -2.539 0.660 0.230
H7 -0.946 2.565 -0.352
H8 -1.492 0.310 1.614
H9 2.423 -3.738 -1.265
O1 0.524 -1.548 -0.859
C2 -1.859 1.113 0.965
O2 2.229 -3.354 -0.399
C3 0.948 -0.376 -0.300
N1 0.095 0.768 -0.633

natural (NBO) atomic charge list, values in e, 8 entries: 0.34 -0.80 -0.21 0.50 0.07 0.16 0.09 0.17

(6)
Below is a cluster of 2 separate species, C3H9NO2S in total, with properties calculated with ωB97M-V with the def2-TZVPD basis set.

Output
* LUMO level: 6.1 eV
* DFT total energy: -19675.812 eV
* frontier orbital gap: 5.85 eV
* net charge: -2
* ΔE to the lowest compared entry with this formula, charge and spin: 5.83 kcal/mol
* highest occupied orbital energy: 0.00772 Ha

CARTESIAN COORDINATES (ANGSTROEM)
H1 1.310 -2.530 0.032
N1 -0.074 -0.308 -0.243
O1 2.231 -2.538 -0.253
H2 -0.811 -0.268 -0.951
H3 -2.257 -0.280 1.314
C1 1.113 0.113 -1.122
H4 0.853 1.145 -1.486
C2 -0.507 0.771 0.688
S1 -2.703 2.014 2.020
H5 -0.256 1.784 0.337
H6 2.353 -1.525 -0.279
H7 0.978 -0.554 -2.016
H8 -2.523 0.812 -0.046
O2 2.301 0.023 -0.542
H9 0.016 0.627 1.624
C3 -2.023 0.715 0.923

natural (NBO) atomic charge list, values in e, 8 entries: 0.46 -0.67 -1.06 0.31 0.17 0.14 0.06 -0.24

(7)
Below is the molecule C3H9NO2S, with properties calculated with ωB97M-V with the def2-TZVPD basis set.

Output
* LUMO level: 0.6 eV
* SMILES string: C=[S@@](N)(=O)CCO
* DFT total energy: -19672.956 eV
* frontier orbital gap: 9.13 eV
* net charge: 0
* ΔE to the lowest compared entry with this formula, charge and spin: 125.84 kcal/mol
* highest occupied orbital energy: -0.31402 Ha

CARTESIAN COORDINATES (ANGSTROEM)
H1 -2.475 0.754 1.651
H2 0.183 -1.510 0.830
H3 1.646 1.450 0.027
O1 -0.380 1.841 -0.284
C1 0.636 -0.494 0.814
C2 1.903 -0.356 -0.032
H4 2.619 -1.062 0.530
N1 -0.944 -0.484 -1.545
H5 -2.832 -0.762 0.806
H6 0.750 0.105 1.706
S1 -0.823 0.375 -0.033
O2 2.431 0.896 0.005
H7 -0.232 -0.085 -2.261
H8 1.958 -0.777 -0.967
C3 -2.483 0.332 0.614
H9 -1.956 -0.223 -1.862

natural (NBO) atomic charge list, values in e, 8 entries: 0.22 0.25 0.49 -0.94 -0.59 -0.08 0.17 -1.04

(8)
Below is a cluster of 2 separate species, C3H9NO2S in total, with properties calculated with ωB97M-V with the def2-TZVPD basis set.

Output
* LUMO level: 0.4 eV
* SMILES string: N[C@H](C=O)CS.O
* DFT total energy: -19676.574 eV
* frontier orbital gap: 9.71 eV
* net charge: 0
* ΔE to the lowest compared entry with this formula, charge and spin: 42.41 kcal/mol
* highest occupied orbital energy: -0.34129 Ha

CARTESIAN COORDINATES (ANGSTROEM)
H1 -1.388 0.284 0.823
H2 0.096 -2.032 0.077
C1 0.189 -1.010 0.411
H3 2.281 -0.842 -0.038
N1 -1.078 -0.357 0.094
H4 1.490 0.643 -0.142
C2 1.328 -0.399 -0.369
C3 0.384 -1.193 1.898
O1 1.415 -1.053 2.493
H5 -1.879 -0.986 0.100
H6 -0.919 3.705 -1.353
H7 -0.565 -1.507 2.387
O2 -1.685 3.158 -1.105
H8 -1.300 2.402 -0.634
H9 0.338 0.020 -2.515
S1 1.294 -0.833 -2.126

natural (NBO) atomic charge list, values in e, 8 entries: 0.35 0.22 -0.19 0.24 -0.83 0.22 -0.53 0.44

(9)
Below is a cluster of 3 separate species, C3H9NO2S in total, with properties calculated with ωB97M-V with the def2-TZVPD basis set.

Output
* LUMO level: -4.1 eV
* DFT total energy: -19671.713 eV
* frontier orbital gap: 4.10 eV
* net charge: 0
* ΔE to the lowest compared entry with this formula, charge and spin: 154.51 kcal/mol
* highest occupied orbital energy: -0.30035 Ha

CARTESIAN COORDINATES (ANGSTROEM)
C1 0.047 1.418 -1.161
H1 -1.123 -2.140 -1.413
O1 1.582 -1.279 -1.420
C2 -0.560 -1.905 -0.504
H2 -1.946 -2.298 0.974
H3 -0.337 0.561 -1.766
S1 -0.981 1.777 0.287
N1 -1.329 -1.587 0.687
H4 1.223 -1.494 0.585
H5 1.588 1.211 2.606
H6 1.152 1.224 -0.864
H7 0.578 1.095 1.420
H8 0.091 2.280 -1.835
C3 0.799 -1.571 -0.463
O2 1.407 0.692 1.804
H9 -1.847 -0.722 0.593

natural (NBO) atomic charge list, values in e, 8 entries: -0.80 0.20 -0.45 0.15 0.39 0.23 -0.12 -0.84

(10)
Below is a cluster of 2 separate species, C3H9NO2S2 in total, with properties calculated with ωB97M-V with the def2-TZVPD basis set.

Output
* LUMO level (spin up / spin down): 2.8 / 3.2 eV
* DFT total energy: -30512.018 eV
* frontier orbital gap (spin up / spin down): 2.12 / 9.20 eV
* net charge: -1
* <S²>: 0.751
* ΔE to the lowest compared entry with this formula, charge and spin: 33.14 kcal/mol
* multiplicity: 2
* highest occupied orbital energy (spin up / spin down): 0.02543 / -0.21999 Ha

CARTESIAN COORDINATES (ANGSTROEM)
O1 2.021 -0.036 2.099
S1 -1.266 -2.382 -1.126
H1 0.354 -2.213 1.352
H2 -0.670 -0.133 -0.778
H3 1.194 -1.570 -0.028
C1 -0.824 -0.924 -0.042
S2 -2.418 -1.851 -2.618
H4 0.590 3.340 -0.588
C2 0.423 -1.293 0.731
H5 -1.547 -1.542 -3.566
N1 0.136 1.013 1.573
H6 0.538 1.877 1.886
H7 -1.717 -0.795 0.593
O2 1.187 2.601 -0.816
C3 0.953 -0.094 1.517
H8 -0.800 1.012 1.221
H9 1.846 2.987 -1.410

natural (NBO) atomic charge list, values in e, 8 entries: -0.64 -0.09 0.24 0.25 0.25 -0.57 -0.54 0.42

(11)
Below is a cluster of 2 separate species, C3H9NO2S2 in total, with properties calculated with ωB97M-V with the def2-TZVPD basis set.

Output
* LUMO level: 0.2 eV
* DFT total energy: -30510.339 eV
* frontier orbital gap: 8.76 eV
* net charge: 0
* ΔE to the lowest compared entry with this formula, charge and spin: 69.75 kcal/mol
* highest occupied orbital energy: -0.31343 Ha

CARTESIAN COORDINATES (ANGSTROEM)
H1 -1.228 4.299 -0.368
H2 0.614 -3.245 -0.265
N1 1.073 -0.648 -0.579
H3 -0.810 1.766 0.802
C1 0.453 -1.247 0.616
H4 1.060 -1.371 -1.309
C2 0.857 -2.675 0.678
H5 0.707 -0.802 1.511
O1 -1.831 -0.830 -0.884
C3 -0.505 3.770 -0.986
S1 -1.721 0.879 1.478
H6 1.990 -2.809 0.794
O2 -0.217 2.600 -0.904
H7 0.687 0.202 -0.917
S2 -1.482 -0.952 0.544
H8 0.401 -3.279 1.535
H9 -0.046 4.342 -1.746

natural (NBO) atomic charge list, values in e, 8 entries: 0.12 0.21 -0.83 0.18 -0.18 0.37 -0.65 0.20

(12)
Below is a cluster of 2 separate species, C3H9NO2S2 in total, with properties calculated with ωB97M-V with the def2-TZVPD basis set.

Output
* LUMO level: 0.4 eV
* SMILES string: O=CNCCSS.O
* DFT total energy: -30512.658 eV
* frontier orbital gap: 9.84 eV
* net charge: 0
* ΔE to the lowest compared entry with this formula, charge and spin: 16.28 kcal/mol
* highest occupied orbital energy: -0.34704 Ha

CARTESIAN COORDINATES (ANGSTROEM)
O1 -3.124 3.494 -1.552
H1 -3.150 2.889 -0.803
H2 1.122 -0.063 1.729
H3 -0.562 -0.383 1.547
C1 0.303 0.014 1.013
S1 1.063 2.568 -0.606
S2 -0.204 1.694 0.702
H4 -4.012 3.861 -1.597
H5 2.528 -2.339 0.706
C2 0.634 -0.846 -0.204
N1 0.576 -2.271 0.079
H6 -0.033 -0.618 -1.027
H7 -0.351 -2.672 0.224
H8 1.642 -0.618 -0.559
O2 1.462 -3.948 1.338
H9 0.533 2.128 -1.759
C3 1.573 -2.889 0.770

natural (NBO) atomic charge list, values in e, 8 entries: -0.94 0.47 0.22 0.23 -0.57 -0.12 0.10 0.47